# CH6N3O

A 2-piece molecular cluster, CH6N3O overall in a non-equilibrium geometry (ωB97M-V/def2-TZVPD, the OMol25 dataset).

CARTESIAN COORDINATES (ANGSTROEM)
C1 1.346117 0.605796 0.206723
N1 -2.171377 -0.865554 -0.109370
N2 -1.943706 0.483305 -0.389408
N3 0.472173 0.116154 1.145114
O1 0.384253 -1.144560 1.409659
H1 2.181833 1.300770 0.616887
H2 1.836761 -0.042864 -0.479096
H3 0.597674 1.365616 -0.289184
H4 -2.105040 -1.399689 -1.042616
H5 -1.327419 -1.230194 0.341971
H6 -1.956918 1.037900 0.493369

Forces on the atoms, in the same order (eV/Å):
0.09 3.83 -1.20
0.70 -0.27 -2.09
-0.62 0.09 -0.07
-2.21 0.17 2.88
0.62 -0.77 -0.84
-0.86 -0.93 -0.06
0.21 -1.07 -0.93
1.98 -1.08 -0.12
-0.43 1.36 1.50
0.24 -0.11 1.29
0.29 -1.21 -0.35

Summary:
energy relative to the best compared isomer or geometry (same formula, charge and spin): 217.6 kJ/mol
F_max: 0.0781 hartree/bohr
frontier orbital gap (spin up / spin down): 7.03 / 6.10 eV
LUMO level (spin up / spin down): 4.90 / 4.91 eV
calculated total energy: -281.0322 hartree
total charge: -1

Here are the Löwdin charges for atoms 1 to 2, given in e: atom 1 (C): -0.29, atom 2 (N): -0.15

# C20H18N3O6Ta

C20H18N3O6Ta as an isolated structure (ωB97M-V/def2-TZVPD, the OMol25 dataset).

CARTESIAN COORDINATES (ANGSTROEM)
Ta1 -0.119162 0.092311 -0.329353
N1 -1.184961 0.739278 1.493099
C1 -0.647776 1.870149 2.305247
C2 -1.546478 2.807914 2.758660
C3 -1.108173 3.816792 3.621592
C4 0.212195 3.853736 4.037550
C5 1.110056 2.895916 3.586160
C6 0.715616 1.891600 2.695543
C7 1.718202 0.983682 2.132874
C8 2.891536 0.588115 2.896156
C9 3.869218 -0.310439 2.454085
C10 3.759738 -0.907799 1.214211
C11 2.688979 -0.419126 0.347200
C12 1.608606 0.415810 0.888552
H1 -2.181796 0.927095 1.327765
H2 -1.219533 -0.106040 2.079592
H3 -2.597529 2.750832 2.495167
H4 -1.816370 4.551573 3.983959
H5 0.546565 4.627586 4.716379
H6 2.142955 2.968829 3.904949
H7 2.975027 0.953766 3.916568
H8 4.683462 -0.578914 3.118190
H9 4.490037 -1.627191 0.850494
H10 3.265570 0.182134 -0.400926
O1 -1.094621 -1.530959 0.122783
C13 -1.642365 -2.511110 -0.585717
C14 -1.599512 -2.556676 -1.957652
C15 -2.219567 -3.665087 -2.618484
C16 -2.115314 -3.745199 -3.976154
C17 -1.417121 -2.801557 -4.719427
C18 -0.778857 -1.704123 -4.106738
C19 -0.892218 -1.587613 -2.754942
O2 -0.274428 -0.553885 -2.084362
N2 -2.762341 -4.893926 -4.684097
O3 -2.632966 -4.911796 -5.880044
O4 -3.359487 -5.665794 -3.976108
H11 -2.126507 -3.279471 0.013090
H12 -2.766602 -4.432927 -2.079194
H13 -1.374956 -2.940703 -5.796741
H14 -0.230105 -0.989385 -4.704710
O5 1.977576 -2.387903 -0.801763
N3 1.749195 -1.289771 -0.491947
C20 -0.011772 3.401486 -0.540755
O6 -0.207066 1.999559 -1.144509
H15 -1.005438 3.821258 -0.429262
H16 0.607897 3.932718 -1.255966
H17 0.491235 3.229254 0.403557
H18 -0.570644 2.096001 -2.044570

Forces on the atoms, in the same order (eV/Å):
0.10 -0.38 -0.22
-0.07 0.18 0.19
0.06 -0.28 0.03
0.11 0.02 0.08
-0.10 -0.01 -0.03
0.07 0.01 0.02
-0.01 0.07 0.04
-0.17 -0.11 -0.04
0.06 0.02 0.00
0.04 0.00 0.09
-0.11 0.01 -0.04
0.04 0.00 0.13
-0.15 -0.26 -0.25
-0.09 0.35 0.19
0.04 0.09 0.01
0.07 0.07 0.07
0.00 0.01 0.00
0.00 0.00 0.00
0.01 0.00 0.00
0.00 0.00 -0.01
0.06 -0.01 -0.01
0.01 0.00 0.00
0.00 -0.01 0.02
0.01 -0.04 -0.03
-0.01 0.08 0.07
0.07 0.16 -0.10
-0.03 -0.16 -0.03
0.02 0.04 -0.05
0.01 -0.09 0.03
0.01 0.00 -0.15
-0.17 -0.15 0.03
0.22 0.13 0.19
-0.42 0.10 -0.57
-0.21 -0.04 -0.09
0.07 0.03 0.12
0.11 0.06 0.00
-0.01 -0.03 -0.04
0.01 0.02 0.04
0.02 0.03 0.00
0.02 0.03 0.03
0.02 -0.04 -0.12
0.48 0.00 0.48
0.03 -0.37 -0.29
-0.29 0.10 0.23
0.03 0.10 0.02
0.00 0.09 0.03
0.00 0.12 -0.02
0.07 0.05 -0.05

Summary:
F_max: 0.0138 hartree/bohr
frontier orbital gap: 4.77 eV
LUMO level: -15.99 eV
calculated total energy: -1443.8417 hartree
total charge: +4

Here are the Löwdin charges for atoms 1 to 2, given in e: atom 1 (Ta): 1.97, atom 2 (N): 0.00

# C3H5FINO

A 3-piece molecular cluster, C3H5FINO overall in a non-equilibrium geometry (ωB97M-V/def2-TZVPD, the OMol25 dataset).

CARTESIAN COORDINATES (ANGSTROEM)
C1 -1.199382 -1.223111 -1.174654
C2 0.798557 -0.998999 0.450280
C3 -2.766832 0.777910 -1.390265
N1 -0.307089 -1.152084 -0.420066
O1 -2.110243 1.708256 -1.342369
F1 -0.775081 2.047447 1.164648
I1 -3.757299 -0.154384 0.409722
H1 -1.539387 1.999263 0.615936
H2 0.326202 -0.760053 1.394155
H3 1.180432 0.005461 0.061740
H4 1.457496 -1.863874 0.433867
H5 -2.903971 0.252062 -2.320087

Forces on the atoms, in the same order (eV/Å):
1.39 -0.28 0.71
-0.63 2.49 -0.80
-2.07 -3.05 0.03
-1.37 -1.01 -1.57
2.14 3.65 1.04
-0.48 -0.10 -0.27
0.05 0.57 -0.67
0.59 0.09 0.22
0.51 -0.31 0.64
0.59 -1.56 0.88
0.06 0.32 0.04
-0.78 -0.82 -0.23

Summary:
energy relative to the best compared isomer or geometry (same formula, charge and spin): 53.8 kJ/mol
F_max: 0.0847 hartree/bohr
frontier orbital gap: 9.76 eV
LUMO level: 0.09 eV
calculated total energy: -644.7905 hartree

Here are the Löwdin charges for atoms 1 to 2, given in e: atom 1 (C): -0.02, atom 2 (C): -0.08

# C15H24F5N2O5PS5SbSe4W

C15H24F5N2O5PS5SbSe4W as an isolated structure (ωB97M-V/def2-TZVPD, the OMol25 dataset).

CARTESIAN COORDINATES (ANGSTROEM)
W1 1.171644 -1.806200 0.197711
S1 -0.957173 -0.064571 3.486535
Sb1 0.712304 -1.515916 3.528927
S2 0.125170 -3.171618 1.696353
S3 2.638048 -1.086989 1.763269
Se1 0.880688 -4.459433 -0.829518
Se2 2.156652 -5.016492 -2.569554
Se3 4.181980 -3.901499 -1.992078
Se4 3.520769 -3.087560 0.073498
F1 2.048517 -1.946316 -2.796606
C1 0.918985 -1.508829 -2.121253
F2 -0.108110 -2.334090 -2.570743
C2 0.550547 -0.189618 -2.870814
F3 -0.655077 0.269013 -2.506820
F4 0.466826 -0.456888 -4.184951
F5 1.444923 0.788279 -2.737154
O1 -1.613133 -4.845119 -3.184359
C3 -2.844746 -4.180549 -3.369485
N1 -3.857873 -4.575644 -2.426130
C4 -4.162271 -4.019495 -1.214199
O2 -5.050645 -4.472644 -0.521640
C5 -3.433732 -2.777004 -0.779204
C6 -4.204540 -1.689260 -0.382379
C7 -3.556483 -0.565473 0.070104
C8 -2.171478 -0.562181 0.133082
N2 -1.416011 -1.600219 -0.226096
C9 -2.058589 -2.695436 -0.670373
H1 -1.705260 -5.765558 -3.454906
H2 -3.232159 -4.359670 -4.374696
H3 -2.632241 -3.120429 -3.261149
H4 -4.425386 -5.382824 -2.638083
H5 -5.284192 -1.751263 -0.422236
H6 -4.099075 0.310081 0.396581
H7 -1.663398 0.303908 0.521829
H8 -1.455072 -3.538801 -0.973616
C10 2.199846 3.907834 3.595063
C11 2.226717 2.407179 3.807264
C12 1.378015 1.988902 4.985700
O3 1.731009 1.644631 2.665251
P1 1.745658 2.042226 1.144125
S4 3.467614 2.509578 0.388361
S5 0.604426 0.557361 0.186232
O4 0.664502 3.208191 1.067696
C13 0.676684 4.280381 0.087490
C14 0.113741 3.780902 -1.226459
C15 -0.134242 5.404491 0.694652
H9 2.662700 4.373537 4.466370
H10 1.174014 4.268979 3.517743
H11 2.757228 4.209982 2.710091
H12 3.256594 2.068248 3.941218
H13 0.332554 2.238963 4.804861
H14 1.720881 2.511149 5.879722
H15 1.435410 0.915456 5.162998
H16 1.717378 4.584267 -0.042794
H17 -0.893313 3.384565 -1.083477
H18 0.739421 2.995203 -1.648975
H19 0.066337 4.603633 -1.941335
H20 -1.157488 5.076700 0.882735
H21 -0.162548 6.250613 0.007433
H22 0.304302 5.739056 1.634169
O5 3.548441 -0.338438 -1.288825
H23 3.949948 -0.431818 -2.159358
H24 3.643760 0.594539 -1.027798

Forces on the atoms, in the same order (eV/Å):
0.34 -0.51 -0.28
-0.19 -0.06 -0.08
0.04 -0.19 -0.04
-0.09 0.26 0.21
-0.13 -0.07 -0.05
-0.04 0.28 0.35
0.55 0.09 -0.16
-0.55 -0.24 -0.02
-0.20 0.26 -0.02
-0.56 0.22 0.23
0.19 -0.10 -0.24
0.27 0.11 0.03
0.06 -0.04 -0.09
0.03 0.00 0.15
0.06 -0.03 -0.09
-0.07 -0.05 0.04
0.05 -0.04 -0.04
-0.04 -0.05 0.04
0.03 0.09 0.02
0.04 0.02 -0.04
-0.04 0.02 -0.01
0.04 -0.06 -0.01
-0.04 -0.05 0.03
-0.02 0.02 0.01
0.01 -0.06 0.15
-0.04 -0.07 -0.18
0.00 0.11 -0.18
-0.01 0.04 0.05
-0.01 0.01 0.01
0.00 0.02 0.02
0.02 -0.02 0.02
0.00 -0.01 0.00
0.01 0.00 0.01
0.00 0.00 0.01
0.01 0.01 0.03
-0.06 0.00 0.08
0.21 -0.03 -0.08
0.04 0.10 0.06
-0.31 0.10 -0.10
0.08 -0.05 -0.07
-0.05 -0.10 0.02
0.11 -0.11 0.07
0.04 -0.09 0.09
-0.01 0.01 -0.05
0.01 0.01 -0.01
0.01 0.01 -0.01
0.01 0.02 -0.01
0.00 -0.02 -0.02
0.03 -0.01 0.00
0.04 0.07 -0.01
0.04 -0.03 0.01
0.04 -0.01 0.02
0.03 0.07 0.04
-0.01 0.02 -0.01
0.00 0.00 0.01
0.00 0.00 0.00
0.01 0.00 0.00
0.00 -0.01 0.00
0.00 0.00 0.00
0.00 -0.01 0.01
0.18 0.24 0.14
-0.11 0.07 0.02
-0.02 -0.15 -0.03

Summary:
2S+1: 2
energy relative to the best compared isomer or geometry (same formula, charge and spin): 119.6 kJ/mol
F_max: 0.0130 hartree/bohr
frontier orbital gap (spin up / spin down): 5.96 / 5.23 eV
LUMO level (spin up / spin down): -1.95 / -2.66 eV
calculated total energy: -13816.5520 hartree

Here are the Löwdin charges for atoms 1 to 2, given in e: atom 1 (W): 0.49, atom 2 (S): -0.11